{
  "formula": "C10H21F3IIrO5P2S",
  "method": "wB97M-V/def2-TZVPD",
  "elements": ["C", "C", "H", "H", "H", "O", "I", "Ir", "P", "C", "C", "H", "H", "H", "H", "H", "H", "C", "H", "H", "H", "P", "C", "C", "H", "H", "H", "C", "H", "H", "H", "H", "H", "H", "C", "O", "F", "C", "F", "F", "S", "O", "O", "O"],
  "positions_angstrom": [[0.82601, -1.60535, -3.32491], [-0.19419, -0.97147, -2.46136], [1.49160, -0.99740, -3.94603], [0.25806, -2.37738, -3.89241], [1.49407, -2.16257, -2.65822], [-0.95339, -0.01120, -2.62831], [-0.33910, -2.53641, -1.07992], [0.48621, 0.82086, 0.19840], [2.51094, -0.13540, 0.01009], [3.51616, 1.26376, 0.62959], [2.71824, -1.57036, 1.19385], [3.78875, -1.80693, 1.36437], [4.49343, -0.33490, -1.47840], [2.19888, -2.45406, 0.77521], [3.38064, -1.71730, -1.73986], [3.05618, 1.49405, 1.60184], [2.25560, -1.32254, 2.17406], [3.42740, -0.62375, -1.55713], [4.58977, 1.05911, 0.73213], [3.00646, -0.08932, -2.43464], [3.37084, 2.12393, -0.04325], [-3.04750, 0.04392, -0.11636], [-4.02957, 1.47787, 0.41015], [-3.64904, -0.54105, -1.73259], [-2.82739, -2.21760, 0.69528], [-4.37859, -1.45660, 1.19919], [-2.82227, -0.97862, 1.99932], [-3.29934, -1.29611, 1.06145], [-3.59440, -1.63349, -1.87677], [-4.70708, -0.27100, -1.86710], [-5.11314, 1.33484, 0.30555], [-3.73284, 2.37000, -0.15902], [-3.06541, -0.04001, -2.51261], [-3.80071, 1.67182, 1.46439], [0.80461, 2.35477, -0.82676], [0.96844, 3.42211, -1.26210], [0.42316, 1.80871, 4.59868], [1.02569, 1.45148, 3.44060], [1.68335, 2.54550, 2.98917], [1.89635, 0.45563, 3.72060], [-0.38491, 1.03810, 2.21770], [-0.83271, -0.28779, 2.77531], [-1.29344, 2.15299, 2.10747], [-1.60586, 0.54918, -0.06668]],
  "mulliken_spin": [0.0468, -0.0302, 0.0250, -0.0048, 0.0186, 0.0103, 0.9035, 2.3133, 0.1802, 0.0765, 0.0184, 0.0160, 0.0057, 0.0032, -0.0081, -0.0168, -0.0020, 0.0410, 0.0282, 0.0049, -0.0076, -0.0088, 0.0117, 0.0263, 0.0094, 0.0024, -0.0023, 0.0211, 0.0010, 0.0022, 0.0009, 0.0007, -0.0006, -0.0002, 0.1146, 0.0779, 0.0368, 0.1696, 0.0210, 0.0190, 0.1202, 0.2660, 0.3268, 0.1621],
  "homo_energy_ev": [-18.608, -20.664],
  "s_squared": 8.77,
  "fmax_ev_per_a": 8.0,
  "lumo_energy_ev": [-10.979, -15.101],
  "total_charge": 3,
  "homo_lumo_gap_ev": [7.6, 5.6],
  "spin_multiplicity": 6
}


{
  "formula": "C33H64N8O5PS",
  "method": "wB97M-V/def2-TZVPD",
  "elements": ["C", "C", "C", "C", "O", "C", "C", "O", "C", "N", "C", "C", "C", "C", "C", "C", "N", "C", "C", "C", "O", "C", "N", "C", "C", "P", "S", "C", "O", "C", "C", "C", "O", "H", "H", "H", "H", "H", "H", "H", "H", "H", "H", "H", "H", "H", "H", "H", "H", "H", "H", "H", "H", "H", "H", "H", "H", "H", "H", "H", "H", "H", "H", "H", "H", "H", "H", "H", "H", "H", "H", "H", "H", "H", "H", "H", "H", "H", "H", "H", "H", "H", "C", "C", "N", "H", "H", "H", "C", "C", "N", "H", "H", "H", "C", "C", "N", "H", "H", "H", "C", "C", "N", "H", "H", "H", "C", "C", "N", "H", "H", "H"],
  "positions_angstrom": [[0.92424, -5.96763, -0.46275], [0.63447, -5.29679, -1.82595], [-0.52420, -4.29754, -1.61597], [-0.10651, -3.09808, -0.72343], [-0.46314, -1.87673, -1.37633], [0.49916, -0.84551, -1.27565], [1.74355, -1.27853, -2.14305], [1.39014, -2.07477, -3.24796], [1.75980, -1.53630, -4.51456], [1.01161, -0.53643, 0.02840], [0.08479, 0.17792, 0.93594], [0.87826, 1.36121, 1.58294], [0.07908, 2.62901, 1.96801], [0.80290, 3.30910, 3.19307], [1.46939, 4.63577, 2.70544], [0.46046, 5.75793, 2.41431], [-0.19048, 6.31687, 3.61979], [-0.20293, -0.84603, 2.09841], [-1.14682, -0.17051, 3.15135], [-1.97686, -1.17575, 3.98324], [-2.53212, -0.28250, 2.89118], [-1.29267, 0.51163, 0.33547], [-1.28303, 0.97620, -1.10339], [-1.34548, 2.47643, -1.24139], [-2.63868, 3.15008, -0.73531], [-2.81180, 0.27364, -1.83884], [-3.39122, 1.07632, -3.48543], [-0.03835, 0.52017, -1.83201], [-0.15988, 0.58379, -3.21133], [0.73254, 1.53989, -3.79100], [0.54334, 1.71383, -5.29166], [1.86832, 2.31693, -5.84222], [-0.53138, 2.60759, -5.56117], [1.98157, -6.26719, -0.44309], [0.25508, -6.82725, -0.32881], [0.74656, -5.29832, 0.39143], [1.48263, -4.74267, -2.25034], [0.28815, -6.03265, -2.56648], [-1.39817, -4.78383, -1.14962], [-0.90765, -3.88366, -2.56322], [-0.73428, -3.15924, 0.18423], [0.93191, -3.15411, -0.37358], [2.32736, -1.93486, -1.46767], [2.40811, -0.43471, -2.37501], [2.04589, -2.38873, -5.15121], [0.86223, -1.10279, -4.97448], [2.61682, -0.85082, -4.47876], [1.50474, -1.28940, 0.49116], [1.37981, 0.95319, 2.47327], [1.70204, 1.66562, 0.91571], [0.07551, 3.40797, 1.19433], [-0.93745, 2.42702, 2.33475], [0.08611, 3.53976, 3.99241], [1.61377, 2.69343, 3.59157], [1.96447, 4.38747, 1.74548], [2.28022, 4.94150, 3.38508], [0.96873, 6.53141, 1.82572], [-0.35503, 5.39367, 1.76438], [-1.17458, 6.08682, 3.56819], [0.19889, 5.90272, 4.45910], [0.71752, -1.08666, 2.64286], [-0.76424, -1.71878, 1.74879], [-0.78166, 0.71952, 3.67704], [-2.26918, -0.84338, 4.97709], [-2.32567, -2.09129, 3.51427], [-1.84472, -0.44614, 0.31159], [-1.90398, 1.15840, 0.96885], [-1.26400, 2.72328, -2.30960], [-0.44927, 2.91814, -0.78555], [-2.45107, 4.13574, -0.28909], [-3.21188, 2.56246, -0.00546], [-3.31282, 3.33147, -1.58223], [-2.69511, -1.12822, -1.90725], [-3.77390, 0.55544, -0.83510], [0.74201, 1.24582, -1.54481], [0.62364, 2.54803, -3.34887], [1.79170, 1.27706, -3.62647], [0.34693, 0.78243, -5.84243], [2.14441, 3.14929, -5.17001], [1.74165, 2.72331, -6.85131], [2.70226, 1.60339, -5.77790], [-0.46862, 2.86154, -6.48960], [2.12928, 9.35684, -0.34543], [1.16104, 8.25442, -0.40429], [0.40670, 7.39631, -0.45039], [3.08197, 9.03327, -0.76034], [1.75858, 10.20345, -0.92004], [2.27532, 9.66361, 0.68870], [-4.41188, -4.61574, -3.21015], [-4.56944, -4.85758, -1.76953], [-4.67871, -5.03982, -0.64617], [-5.03537, -3.77663, -3.51402], [-3.37076, -4.38756, -3.43354], [-4.71041, -5.50166, -3.76725], [4.43044, -5.66889, 1.80866], [3.37159, -4.66922, 1.99649], [2.54614, -3.88970, 2.14064], [5.03427, -5.73987, 2.71132], [3.98604, -6.64023, 1.59902], [5.06691, -5.37920, 0.97458], [3.24321, -0.63685, 5.16646], [2.17867, 0.34524, 5.41489], [1.35049, 1.11018, 5.61067], [3.84992, -0.75609, 6.06204], [2.80447, -1.59807, 4.90195], [3.87652, -0.29576, 4.34902], [-4.51080, -4.51005, 3.30170], [-3.75294, -4.64014, 4.55354], [-3.16051, -4.74233, 5.52643], [-4.31694, -3.53790, 2.85132], [-4.21142, -5.29019, 2.60419], [-5.57637, -4.60233, 3.50205]],
  "mulliken_charge": [-1.0391, -0.6857, -0.5443, -0.3558, -0.1457, 0.0505, -1.2063, -0.3341, -0.7800, -0.1339, 2.3254, -1.8890, 0.4535, -0.4694, -1.2020, 0.1209, -0.6409, -0.8322, 0.8384, -1.1476, -0.5239, -3.3098, 1.2566, -0.6984, -1.5969, 0.3212, -0.2707, -1.0924, -0.2056, -0.3951, 0.2007, -1.3801, -0.4825, 0.2631, 0.3251, 0.2954, 0.2678, 0.4487, 0.4369, 0.1325, 0.3391, 0.1492, 0.4734, 0.6113, 0.3374, 0.2230, 0.3362, 0.7867, 0.3381, 0.2140, -0.1247, 0.3565, 0.4265, 0.0994, 0.3668, 0.4590, 0.0231, -0.0315, 0.2625, 0.3265, 0.5845, -0.1523, 0.2565, 0.3485, 0.1445, 0.7057, 0.7833, 0.3072, 0.7463, 0.3220, 0.3397, 0.4609, -0.0365, 0.1981, 1.0186, 0.5157, 0.2521, 0.1670, 0.3609, 0.4101, 0.3136, 0.3714, -0.8409, 0.4062, -0.3716, 0.2726, 0.2989, 0.2861, -0.7504, 0.4244, -0.4173, 0.2838, 0.1772, 0.3252, -0.9699, 0.4958, -0.4186, 0.3370, 0.2940, 0.2854, -0.9379, 0.5306, -0.4319, 0.3603, 0.2611, 0.2877, -0.6635, 0.3269, -0.3910, 0.2051, 0.2457, 0.3233],
  "homo_energy_ev": -10.726,
  "fmax_ev_per_a": 3.4,
  "lumo_energy_ev": -1.928,
  "total_charge": 1,
  "homo_lumo_gap_ev": 8.8
}


{
  "formula": "C34H24Cl2IrN2O6S5",
  "method": "wB97M-V/def2-TZVPD",
  "elements": ["Ir", "C", "C", "O", "C", "C", "C", "C", "C", "C", "O", "H", "H", "H", "H", "H", "H", "H", "Cl", "C", "C", "C", "Cl", "C", "O", "C", "C", "O", "C", "H", "H", "H", "C", "S", "C", "C", "S", "S", "C", "S", "S", "H", "H", "H", "O", "C", "N", "C", "C", "O", "N", "C", "C", "C", "C", "C", "C", "C", "C", "C", "C", "C", "C", "H", "H", "H", "H", "H", "H", "H", "H", "H", "H", "H"],
  "positions_angstrom": [[-0.09821, 1.41024, 0.46735], [0.59199, 1.49194, 4.71505], [1.06279, 1.45994, 3.27995], [0.15499, 1.39504, 2.43375], [2.47109, 1.49394, 2.98325], [3.42259, 1.46734, 4.01925], [4.77129, 1.46214, 3.77895], [5.24009, 1.47544, 2.45755], [4.36429, 1.52494, 1.41645], [2.94319, 1.56264, 1.61535], [2.21309, 1.67704, 0.59615], [-0.49551, 1.46864, 4.71525], [0.93659, 2.38914, 5.22275], [0.96389, 0.62464, 5.25385], [3.08359, 1.43734, 5.04035], [5.48009, 1.43854, 4.59345], [6.30199, 1.44444, 2.26165], [4.71229, 1.54414, 0.39495], [0.04359, 5.84064, -5.30855], [-0.05881, 4.56644, -4.16045], [-0.10371, 3.24974, -4.59645], [-0.21271, 2.23914, -3.64765], [-0.27551, 0.60804, -4.15675], [-0.27211, 2.48654, -2.25505], [-0.44901, 1.48964, -1.45775], [-0.17201, 3.87194, -1.83405], [-0.16951, 4.24104, -0.46885], [-0.25511, 3.48544, 0.54255], [-0.09851, 4.87994, -2.81465], [-0.06871, 3.00684, -5.64385], [-0.08121, 5.31404, -0.26095], [-0.06761, 5.91474, -2.50865], [-4.04021, 4.26374, -1.47535], [-5.25241, 4.35874, -0.12555], [-5.56191, 2.69484, 0.27125], [-4.62461, 1.67924, 0.39985], [-2.96391, 1.92234, 0.41795], [-5.29411, 0.06984, 0.63325], [-6.96571, 0.56364, 0.75685], [-8.22191, -0.50346, 0.91855], [-7.21881, 2.29974, 0.60505], [-3.80171, 5.29034, -1.72675], [-4.49971, 3.76234, -2.32085], [-3.15191, 3.74314, -1.14625], [-1.50721, -0.87586, 2.19125], [-0.79331, -1.34436, 1.33285], [-0.52561, -2.65876, 1.12535], [0.27989, -2.87216, -0.05625], [0.57789, -1.40236, -0.46075], [1.27639, -1.05686, -1.38085], [-0.07461, -0.60086, 0.40835], [1.61159, -3.52676, 0.21535], [2.06069, -3.77796, 1.50505], [3.31569, -4.32816, 1.70495], [4.13299, -4.61566, 0.62435], [3.68839, -4.35646, -0.66255], [2.43399, -3.81426, -0.86935], [-0.54071, -3.59226, -1.10735], [-0.60431, -4.98096, -1.07615], [-1.41491, -5.65936, -1.96955], [-2.16881, -4.95806, -2.89415], [-2.10461, -3.57486, -2.92875], [-1.29971, -2.88986, -2.03285], [-1.04591, -3.39146, 1.57655], [1.43529, -3.53436, 2.35335], [3.66299, -4.52286, 2.70905], [5.11649, -5.03246, 0.78495], [4.32779, -4.56786, -1.50655], [2.08799, -3.58586, -1.86625], [-0.01121, -5.52456, -0.35355], [-1.45871, -6.73806, -1.94035], [-2.80291, -5.48746, -3.59055], [-2.68441, -3.02516, -3.65385], [-1.25361, -1.81026, -2.06425]],
  "mulliken_spin": [0.0138, 0.0003, -0.0040, 0.0052, 0.0061, -0.0003, -0.0003, 0.0001, -0.0013, -0.0039, -0.0134, 0.0005, -0.0001, 0.0000, 0.0001, 0.0000, 0.0000, 0.0000, -0.0002, -0.0019, 0.0018, -0.0071, -0.0005, -0.0054, 0.0208, -0.0121, -0.0011, 0.0022, 0.0019, 0.0000, 0.0008, 0.0000, -0.0064, 0.0886, 0.3083, -0.0423, 0.4685, -0.0272, -0.0323, 0.1413, 0.0681, 0.0014, 0.0021, 0.0186, 0.0006, 0.0002, 0.0004, -0.0013, -0.0058, 0.0005, 0.0129, 0.0002, 0.0000, 0.0000, 0.0000, 0.0000, 0.0001, 0.0000, 0.0002, -0.0001, 0.0000, 0.0000, 0.0025, 0.0001, 0.0000, 0.0000, 0.0000, 0.0000, 0.0000, 0.0000, 0.0000, 0.0000, 0.0000, -0.0011],
  "homo_energy_ev": [-7.997, -7.995],
  "s_squared": 0.79,
  "fmax_ev_per_a": 4.2,
  "lumo_energy_ev": [-1.657, -2.932],
  "total_charge": 0,
  "homo_lumo_gap_ev": [6.3, 5.1],
  "spin_multiplicity": 2
}


{
  "formula": "C4H15N2O",
  "method": "wB97M-V/def2-TZVPD",
  "elements": ["C", "C", "C", "C", "N", "N", "H", "H", "H", "H", "H", "H", "H", "H", "H", "H", "H", "H", "H", "H", "H", "O"],
  "positions_angstrom": [[-1.06232, 1.13503, -1.79250], [0.09121, 0.79962, -0.82264], [0.42386, -0.69041, -0.78209], [1.61938, -1.16883, 0.03037], [1.86848, -0.42168, 1.28473], [-0.34088, 1.13718, 0.62323], [-1.84899, 1.58016, -1.18717], [-0.80742, 1.83673, -2.57179], [-1.39765, 0.16485, -2.32847], [1.04107, 1.32008, -1.07794], [0.66033, -0.89957, -1.83808], [-0.46956, -1.28723, -0.53815], [1.33790, -2.26614, 0.29972], [2.39279, -1.51313, -0.66180], [2.34351, -1.03139, 1.82627], [2.54944, 0.27772, 1.00291], [-1.27351, 0.81476, 0.96396], [0.40214, 0.67211, 1.26193], [-0.33116, 2.17921, 0.76940], [-3.11260, -0.48249, 1.41709], [-1.93612, -1.56868, 1.32375], [-2.08451, -0.65724, 1.02297]],
  "mulliken_charge": [-1.3006, 0.4045, -1.0230, -0.6274, -0.6288, -0.3513, 0.3051, 0.3642, 0.3133, 0.4333, 0.4851, 0.3145, 0.3270, 0.3656, 0.2472, 0.2472, 0.3449, 0.4098, 0.3869, 0.3252, 0.3231, -0.6658],
  "homo_energy_ev": -14.290,
  "fmax_ev_per_a": 5.6,
  "lumo_energy_ev": -2.974,
  "total_charge": 1,
  "homo_lumo_gap_ev": 11.3
}


no.,E_tot (Ha)
1,-2551.02414
2,-2849.17269
3,-4886.63787
4,-345.88157